Record 1
# Cl2S2

An isolated molecule of Cl2S2 in a non-equilibrium geometry (the ωB97M-V functional and the def2-TZVPD basis, the Open Molecules 2025 dataset).

HOMO-LUMO gap ... 8.9 eV
Molar mass ... 135.04 g mol⁻¹
SMILES ... ClSSCl
Lowest unoccupied orbital energy ... -0.042 Eh
DFT total energy ... -1716.7555 hartree

XYZ file:
```
4
Cl2S2 | the Open Molecules 2025 dataset | the ωB97M-V functional and the def2-TZVPD basis
Cl 0.360 2.070 -0.990
Cl -1.503 -1.419 1.297
S -0.104 -1.019 -0.281
S 1.137 0.470 0.012
```

=====

Record 2
# C25H15BrN4O10Ta

A structure of composition C25H15BrN4O10Ta (the ωB97M-V functional and the def2-TZVPD basis, the Open Molecules 2025 dataset).

HOMO-LUMO gap (spin up / spin down) ... 5.9 / 5.8 eV
Molar mass ... 792.26 g mol⁻¹
Lowest unoccupied orbital energy (spin up / spin down) ... -0.144 / -0.142 Eh
Total charge ... +1
DFT total energy ... -4563.8459 hartree

XYZ file:
```
56
C25H15BrN4O10Ta | the Open Molecules 2025 dataset | the ωB97M-V functional and the def2-TZVPD basis
Ta 0.319 0.260 -0.629
Br 5.005 4.580 3.169
O -1.986 -2.815 1.213
O -1.923 4.629 0.416
O -7.554 2.074 0.712
O 1.355 1.865 -0.760
O -6.741 4.071 0.622
O -1.513 0.773 -0.094
O -1.010 3.272 -0.987
O -2.568 -1.521 -0.480
O -0.430 -1.739 0.014
O -4.617 -1.839 0.474
N 1.339 -1.225 -2.027
N -1.880 3.586 -0.196
N -6.646 2.864 0.578
N 2.156 -0.479 0.293
C -3.858 0.408 0.149
C -2.729 1.251 -0.005
C 2.159 3.836 0.254
C 3.462 -4.004 0.187
C 2.995 4.457 1.153
C -4.231 3.168 0.214
C 2.075 -3.619 -3.258
C 3.854 3.702 1.961
C 2.442 -3.392 -1.911
C 1.390 -2.655 -3.943
C 2.486 -1.822 -0.044
C -5.129 0.941 0.339
C 2.142 2.444 0.164
C 3.142 -2.735 0.728
C 2.086 -2.157 -1.355
C -5.298 2.306 0.371
C -0.996 -3.374 2.118
C 2.988 1.677 0.984
C -3.793 -1.067 0.139
C 3.142 -4.323 -1.101
C 1.017 -1.474 -3.280
C 3.066 0.253 0.865
C 3.866 2.336 1.868
C -2.978 2.634 0.010
C -1.606 -2.028 0.262
H -5.980 0.286 0.463
H -1.178 -2.939 3.095
H 2.342 -4.554 -3.734
H 0.422 -0.720 -3.780
H 3.430 -2.494 1.744
H 3.967 -0.236 1.229
H 3.984 -4.720 0.806
H 3.000 5.536 1.232
H -4.372 4.239 0.250
H 3.412 -5.285 -1.516
H 0.006 -3.152 1.766
H -1.178 -4.443 2.138
H 4.542 1.752 2.480
H 1.497 4.404 -0.385
H 1.104 -2.792 -4.976
```

=====

Record 3
# C33H39N5Pb

A structure of composition C33H39N5Pb in a non-equilibrium geometry (the ωB97M-V functional and the def2-TZVPD basis, the Open Molecules 2025 dataset).

HOMO-LUMO gap ... 3.6 eV
Molar mass ... 712.91 g mol⁻¹
Lowest unoccupied orbital energy ... 0.160 Eh
Total charge ... -2
DFT total energy ... -1747.3850 hartree

XYZ file:
```
78
C33H39N5Pb | the Open Molecules 2025 dataset | the ωB97M-V functional and the def2-TZVPD basis
Pb 0.101 1.308 -0.098
N -0.809 2.910 -3.546
N 0.426 -0.656 -2.216
N 1.130 0.609 -4.066
N -2.179 0.308 2.295
N -1.971 2.474 1.947
C -2.888 -1.023 -0.151
C -1.239 2.951 -2.245
C -2.838 2.285 3.014
C 0.131 -1.885 -1.729
C 3.774 -0.177 -1.399
C -2.243 -1.756 0.989
C 3.288 0.495 -0.174
C -1.006 -3.127 3.097
C 2.308 3.484 1.854
C -3.004 2.222 -4.253
C 2.718 -1.595 1.237
C -1.583 1.311 1.491
C -1.315 -1.772 3.261
C -0.163 -2.973 -2.551
C -0.261 3.098 -1.229
C 3.401 2.912 -1.073
C -0.099 -2.818 -3.947
C 2.662 2.152 1.305
C 0.597 -0.550 -3.545
C 3.143 1.900 -0.020
C 2.850 -0.133 1.026
C 0.331 -1.603 -4.451
C -2.603 2.617 -1.922
C -1.933 -1.097 2.194
C -1.675 2.609 -4.506
C -3.456 2.198 -2.930
C -2.998 0.944 3.219
C -1.110 -5.288 1.797
C -0.959 -1.084 4.544
C 2.089 0.707 3.365
C 2.522 0.895 1.962
C -1.365 -3.821 1.942
C -1.973 -3.124 0.896
H -2.902 2.691 -0.875
H 4.483 3.063 -1.213
H 1.134 1.211 3.572
H -2.717 -1.569 -1.088
H -0.510 -5.497 0.903
H -2.482 -0.009 -0.279
H -0.026 -1.512 4.938
H 2.835 1.122 4.062
H 1.111 0.620 -5.083
H -0.368 -3.636 -4.613
H 2.000 -1.831 2.034
H 2.357 -2.105 0.332
H -4.465 1.857 -2.686
H 0.806 1.496 -3.673
H 3.688 -2.039 1.507
H -0.578 -5.679 2.668
H 2.954 3.881 -0.817
H -2.049 -5.847 1.691
H 1.570 4.012 1.225
H 0.503 3.877 -1.309
H -3.641 0.396 3.888
H -3.638 1.948 -5.092
H 3.370 0.290 -2.306
H -0.813 -0.004 4.436
H 3.485 -1.233 -1.419
H 4.874 -0.130 -1.463
H 2.981 2.604 -2.042
H -1.315 2.634 -5.542
H -2.238 -3.651 -0.022
H 0.151 -2.006 -0.642
H 0.457 -1.403 -5.514
H -1.731 -1.246 5.311
H -0.408 -3.922 -2.091
H -3.977 -0.918 -0.013
H -3.268 3.109 3.550
H 3.200 4.127 1.918
H -0.478 -3.644 3.899
H 1.963 -0.357 3.601
H 1.881 3.393 2.860
```

=====

Record 4
# C19H28N2O2

An isolated molecule of C19H28N2O2 (the ωB97M-V functional and the def2-TZVPD basis, the Open Molecules 2025 dataset).

HOMO-LUMO gap ... 9.5 eV
Molar mass ... 316.44 g mol⁻¹
SMILES ... C[C@H](C(=O)NCC1(c2ccccc2)CCCC1)N1CCOCC1
Lowest unoccupied orbital energy ... 0.026 Eh
DFT total energy ... -1000.8013 hartree

XYZ file:
```
51
C19H28N2O2 | the Open Molecules 2025 dataset | the ωB97M-V functional and the def2-TZVPD basis
O 1.870 -3.961 3.748
O 0.081 0.837 2.059
N 1.764 -1.549 2.236
N -0.475 -0.070 0.074
C -1.115 3.717 0.142
C 0.584 -2.373 2.439
C -1.675 0.709 -0.109
C 0.035 0.777 -2.962
C 2.781 0.321 0.980
C -1.531 1.761 -1.234
C 2.937 -2.406 2.215
C -2.078 -0.236 -4.420
C 1.649 -0.706 1.055
C -0.781 -0.458 -4.851
C 3.019 -3.179 3.531
C -1.263 1.016 -2.523
C -2.315 0.489 -3.266
C -0.450 2.791 -0.875
C 0.274 0.050 -4.116
C 0.347 0.101 1.135
C 0.725 -3.142 3.751
C -2.614 3.705 -0.202
C -2.799 2.630 -1.282
H 3.865 -3.870 3.518
H 1.291 -0.120 -4.440
H 1.643 -1.320 0.129
H -1.872 1.203 0.842
H -0.696 4.721 0.097
H 2.574 1.036 0.185
H 3.739 -0.147 0.771
H -2.945 4.676 -0.570
H 3.142 -2.461 4.356
H 0.445 2.333 -0.459
H -0.175 3.345 -1.775
H -3.332 0.646 -2.943
H -0.947 3.334 1.148
H 0.448 -3.093 1.609
H 0.784 -2.421 4.579
H -0.297 -1.733 2.498
H -2.504 0.035 -0.349
H 2.894 -3.124 1.373
H 0.874 1.166 -2.405
H -0.176 -0.629 -0.711
H 3.835 -1.798 2.114
H -2.871 3.092 -2.268
H -0.128 -3.805 3.903
H -3.209 3.472 0.681
H -3.704 2.047 -1.112
H -2.910 -0.631 -4.985
H 2.834 0.854 1.925
H -0.596 -1.024 -5.752
```

=====

Record 5
# C5H10FO3P

A cluster of 2 separate species, C5H10FO3P in total in a non-equilibrium geometry (the ωB97M-V functional and the def2-TZVPD basis, the Open Molecules 2025 dataset).

HOMO-LUMO gap ... 6.5 eV
Molar mass ... 168.10 g mol⁻¹
Lowest unoccupied orbital energy ... 0.235 Eh
Total charge ... -2
DFT total energy ... -863.4244 hartree

XYZ file:
```
20
C5H10FO3P | the Open Molecules 2025 dataset | the ωB97M-V functional and the def2-TZVPD basis
P 2.252 0.126 0.204
F -0.081 -2.302 -1.264
O 3.052 -0.929 0.865
O 1.654 1.313 1.100
O 2.821 0.639 -1.106
C -0.074 0.542 -1.282
C 0.472 -0.440 -0.321
C -1.677 -1.213 1.051
C -0.128 -0.941 0.910
C -0.518 1.858 -0.696
H 0.060 2.218 0.107
H -2.027 -1.347 2.070
H 0.785 0.724 -1.973
H 0.300 -1.845 1.410
H 0.152 -0.197 1.686
H -1.954 -2.062 0.421
H -0.802 -0.125 -1.887
H -0.567 2.548 -1.597
H -1.515 1.757 -0.174
H -2.206 -0.325 0.475
```

=====

Record 6
# C11H31ClIOP2Pb

A structure of composition C11H31ClIOP2Pb in a non-equilibrium geometry (the ωB97M-V functional and the def2-TZVPD basis, the Open Molecules 2025 dataset).

HOMO-LUMO gap (spin up / spin down) ... 4.7 / 4.9 eV
Molar mass ... 610.87 g mol⁻¹
Lowest unoccupied orbital energy (spin up / spin down) ... -0.523 / -0.515 Eh
Total charge ... +3
DFT total energy ... -2145.2980 hartree

XYZ file:
```
48
C11H31ClIOP2Pb | the Open Molecules 2025 dataset | the ωB97M-V functional and the def2-TZVPD basis
Pb -0.869 0.118 -0.794
I -1.386 1.207 -3.735
Cl -1.587 -1.783 0.818
P -2.027 1.582 1.568
P 0.598 -2.077 -1.947
O 1.426 0.056 0.832
C -1.580 3.345 1.728
C 1.521 -0.502 2.161
C 2.031 -1.594 -2.968
C 2.539 0.905 0.457
C 2.771 -1.332 2.387
C -1.898 0.998 3.302
C -0.413 -3.077 -3.087
C -3.366 1.285 -4.681
C 2.882 1.969 1.476
C -3.842 1.659 1.357
C 1.321 -3.326 -0.817
H 2.822 -1.617 3.444
H 1.996 2.487 1.858
H -2.119 -0.077 3.325
H -0.876 1.152 3.669
H 1.474 0.321 2.898
H 3.524 2.711 0.995
H -1.747 3.840 0.761
H -4.076 2.117 0.388
H 2.743 -2.254 1.795
H -3.139 1.235 -5.752
H 3.690 -0.776 2.157
H -2.605 1.547 3.938
H -0.511 3.421 1.979
H -1.219 -3.557 -2.517
H -3.951 0.432 -4.325
H 0.610 -1.111 2.272
H 2.133 -2.874 -0.230
H 3.442 1.557 2.320
H 1.711 -4.172 -1.404
H -0.858 -2.420 -3.844
H 2.453 -2.478 -3.464
H -4.290 2.250 2.167
H 0.539 -3.668 -0.126
H 2.788 -1.127 -2.319
H -2.181 3.829 2.506
H 0.215 -3.839 -3.567
H -4.243 0.637 1.371
H 3.411 0.257 0.274
H 1.702 -0.859 -3.715
H -3.807 2.255 -4.403
H 2.250 1.347 -0.506
```

=====

Record 7
# C51H60F6O5

A cluster of 11 separate species, C51H60F6O5 in total in a non-equilibrium geometry (the ωB97M-V functional and the def2-TZVPD basis, the Open Molecules 2025 dataset).

HOMO-LUMO gap ... 9.4 eV
Molar mass ... 867.02 g mol⁻¹
SMILES ... Fc1ccccc1.Fc1ccccc1.Fc1ccccc1.Fc1ccccc1.Fc1ccccc1.Fc1ccccc1.CC(C)=O.CC(C)=O.CC(C)=O.CC(C)=O.CC(C)=O
Lowest unoccupied orbital energy ... 0.013 Eh
DFT total energy ... -2954.7039 hartree

XYZ file:
```
122
C51H60F6O5 | the Open Molecules 2025 dataset | the ωB97M-V functional and the def2-TZVPD basis
F -11.756 31.494 -2.653
F -22.278 37.117 -10.858
F -20.978 28.820 -11.209
F -10.378 31.294 -9.167
F -16.217 27.352 -12.354
F -15.735 40.773 -9.169
O -16.016 28.703 -6.845
O -16.681 33.608 -9.185
O -20.902 33.971 -4.663
O -15.227 34.901 -13.863
O -14.164 34.007 -4.132
C -12.097 34.361 -9.948
C -21.133 36.904 -10.169
C -12.908 30.871 -4.553
C -16.937 28.445 -6.161
C -14.318 39.009 -8.562
C -11.660 30.063 -6.437
C -17.713 30.045 -12.056
C -12.866 28.577 -10.368
C -11.479 33.375 -9.221
C -14.874 36.792 -9.253
C -10.477 30.823 -4.507
C -19.372 31.494 -12.960
C -15.195 28.032 -10.354
C -13.998 37.661 -8.629
C -18.712 29.186 -11.611
C -10.467 30.313 -5.802
C -19.017 36.334 -8.496
C -20.372 30.722 -12.415
C -18.937 33.300 -5.762
C -13.622 34.433 -6.398
C -21.264 33.166 -6.841
C -14.901 32.556 -10.261
C -16.029 37.271 -9.872
C -15.433 39.461 -9.244
C -11.014 32.182 -11.243
C -18.039 31.182 -12.770
C -15.959 31.627 -8.122
C -12.831 28.463 -11.740
C -20.692 37.874 -9.303
C -19.489 35.396 -9.400
C -16.273 38.628 -9.931
C -15.116 27.814 -11.713
C -14.057 28.379 -9.651
C -20.535 35.678 -10.254
C -11.634 33.169 -11.989
C -14.026 34.833 -15.865
C -20.020 29.572 -11.760
C -15.879 32.722 -9.153
C -14.845 32.704 -14.606
C -17.925 29.471 -5.687
C -20.426 33.546 -5.652
C -11.838 34.265 -4.582
C -10.955 32.282 -9.872
C -14.732 34.208 -14.681
C -12.165 34.260 -11.320
C -17.211 27.036 -5.742
C -12.887 30.277 -5.803
C -19.659 37.559 -8.443
C -13.969 28.104 -12.429
C -13.309 34.250 -4.939
C -11.706 31.060 -3.920
H -18.793 32.354 -6.293
H -11.256 33.870 -5.410
H -19.319 38.302 -7.726
H -16.757 36.543 -10.210
H -21.109 38.870 -9.276
H -14.696 34.383 -6.586
H -11.360 33.405 -8.141
H -10.539 31.298 -11.667
H -14.650 33.509 -10.719
H -15.365 31.951 -11.054
H -16.491 26.351 -6.183
H -18.084 29.441 -4.609
H -18.144 36.151 -7.887
H -15.264 32.462 -13.630
H -13.127 37.337 -8.069
H -16.716 29.718 -11.794
H -12.429 35.270 -9.468
H -16.723 30.894 -8.382
H -18.477 33.258 -4.780
H -13.909 32.203 -14.845
H -13.802 29.965 -6.282
H -14.078 28.604 -8.594
H -17.124 26.966 -4.656
H -13.648 39.736 -8.121
H -20.963 34.907 -10.867
H -13.235 33.638 -7.043
H -13.985 32.016 -10.015
H -11.936 28.801 -12.249
H -21.534 32.110 -6.887
H -20.840 33.516 -7.781
H -14.001 27.908 -13.497
H -18.986 34.431 -9.401
H -11.581 33.136 -13.068
H -11.664 33.756 -3.641
H -18.864 29.309 -6.224
H -13.803 30.994 -3.956
H -11.596 35.317 -4.368
H -19.646 32.297 -13.625
H -12.645 35.105 -11.803
H -17.578 30.479 -5.910
H -13.168 35.382 -6.697
H -9.560 30.997 -3.959
H -9.527 30.238 -6.331
H -15.028 31.081 -8.007
H -14.176 34.223 -16.769
H -11.956 28.835 -9.834
H -17.141 38.972 -10.477
H -21.411 30.977 -12.578
H -22.233 33.672 -6.744
H -17.274 31.820 -13.200
H -14.733 35.715 -9.243
H -16.155 27.971 -9.844
H -16.211 32.099 -7.166
H -18.477 28.276 -11.077
H -15.580 32.373 -15.351
H -11.625 29.630 -7.434
H -14.595 35.723 -16.150
H -12.969 35.034 -15.739
H -18.212 26.749 -6.065
H -18.466 34.072 -6.375
```

=====

Record 8
# C5H10O2

An isolated molecule of C5H10O2 in a non-equilibrium geometry (the ωB97M-V functional and the def2-TZVPD basis, the Open Molecules 2025 dataset).

HOMO-LUMO gap ... 8.5 eV
Molar mass ... 102.13 g mol⁻¹
Lowest unoccupied orbital energy ... 0.010 Eh
DFT total energy ... -346.8670 hartree

XYZ file:
```
17
C5H10O2 | the Open Molecules 2025 dataset | the ωB97M-V functional and the def2-TZVPD basis
O -1.380 -1.803 -0.788
O -1.571 1.524 -0.295
C 0.249 -0.016 -0.056
C 1.482 -0.121 0.827
C 0.546 0.157 -1.533
C -0.790 0.819 0.531
C -0.796 -1.282 0.179
H 1.219 -0.312 1.871
H -1.581 -0.537 0.947
H 1.215 -0.639 -1.862
H 2.069 0.801 0.793
H -0.747 1.130 1.573
H -0.367 0.080 -2.119
H 2.108 -0.949 0.490
H -2.332 1.893 0.171
H 1.019 1.121 -1.728
H -0.342 -1.867 1.000
```